(1)
{"formula": "C20H36AuNO3P2", "method": "ωB97M-V/def2-TZVPD", "multiplicity": 3, "lumo_energy_ev": [0.64, -1.34], "homo_ev": [-5.425, -8.010], "s2": 2.02, "mol_weight_g_mol": 597.43, "de_lowest_ev": 1.494, "orbital_gap_ev": [6.062, 6.673], "symbols": ["Au", "P", "P", "O", "O", "O", "N", "C", "C", "C", "C", "C", "C", "C", "C", "C", "C", "C", "C", "C", "C", "C", "C", "C", "C", "C", "C", "H", "H", "H", "H", "H", "H", "H", "H", "H", "H", "H", "H", "H", "H", "H", "H", "H", "H", "H", "H", "H", "H", "H", "H", "H", "H", "H", "H", "H", "H", "H", "H", "H", "H", "H", "H"], "xyz": [[0.002, -0.494, 0.112], [-2.287, -0.269, -0.473], [2.345, -0.248, -0.125], [-1.622, -0.882, -3.912], [-0.008, 0.931, 1.939], [0.756, -1.246, -3.421], [0.117, 1.169, -1.464], [2.495, 1.426, -0.886], [1.332, 2.894, -2.550], [-3.146, 0.405, 0.993], [-0.550, -1.873, 2.715], [-0.561, -2.885, 3.684], [0.315, -3.430, 1.067], [-0.096, -2.163, 1.440], [0.206, 2.394, 3.676], [-0.439, 3.266, 1.380], [1.268, 1.829, -1.659], [3.200, -0.211, 1.461], [0.180, 3.342, -3.183], [3.305, -1.322, -1.229], [-2.217, 0.718, -2.002], [-1.019, 2.697, -2.916], [0.311, -4.446, 2.038], [-3.225, -1.744, -0.910], [-1.022, 1.573, -2.074], [0.365, 2.240, 2.176], [-0.117, -4.167, 3.341], [-2.863, -2.101, -1.883], [3.118, -1.211, 1.909], [-1.513, 3.033, 1.429], [-3.127, -0.359, 1.786], [4.260, 0.056, 1.336], [0.885, 1.710, 4.188], [2.697, 0.507, 2.122], [-3.069, -2.513, -0.143], [0.632, -3.631, 0.048], [3.291, -2.341, -0.819], [2.690, 2.133, -0.063], [1.430, 2.388, 1.917], [-0.860, -0.862, 2.964], [-1.972, 2.977, -3.374], [-1.955, -0.553, -4.738], [-0.907, -2.656, 4.692], [0.640, -5.450, 1.771], [-2.054, -0.016, -3.015], [0.058, -2.242, -1.386], [0.321, -1.636, -2.037], [-4.195, 0.656, 0.782], [-3.165, 1.192, -2.210], [4.349, -0.973, -1.280], [-0.393, -1.038, -3.717], [-0.807, 2.098, 3.969], [0.958, -2.096, -3.735], [-4.296, -1.495, -0.974], [0.202, 4.172, -3.886], [3.374, 1.429, -1.543], [-2.626, 1.279, 1.402], [0.389, 3.419, 3.998], [2.293, 3.364, -2.720], [-0.113, -4.954, 4.099], [-0.138, 3.262, 0.324], [-0.276, 4.270, 1.803], [2.853, -1.321, -2.231]], "atomic_forces_ev_per_a": [[0.1, -0.9, -0.1], [0.0, 0.0, -0.1], [0.1, 0.3, -0.2], [0.0, -0.5, 0.2], [-0.4, -0.8, 0.1], [-1.1, 2.3, 0.4], [-0.1, 1.1, -0.6], [0.6, -0.4, 0.4], [0.3, 0.0, 0.2], [-0.5, 0.3, -0.1], [0.1, -0.8, 0.6], [0.1, 0.1, -0.3], [-0.1, -0.5, 0.8], [-0.1, 0.7, -0.1], [-0.1, -0.1, 0.4], [-0.1, 0.2, 0.1], [-0.7, 0.4, -0.5], [0.5, 0.1, 0.1], [-0.5, -0.2, 0.1], [0.3, -0.1, 0.1], [-0.4, 0.1, 1.2], [0.0, -0.2, 0.0], [-0.1, 0.3, 0.0], [-0.2, -0.2, 0.0], [0.3, 0.3, -0.3], [0.2, 0.1, -0.8], [0.0, -0.1, 0.0], [-0.1, 0.0, 0.3], [0.0, 0.3, -0.1], [0.3, 0.1, 0.1], [0.1, 0.1, -0.4], [-0.2, -0.1, 0.2], [0.0, 0.1, 0.0], [0.1, -0.2, -0.2], [-0.1, 0.1, -0.2], [0.0, -0.1, 0.1], [0.0, 0.2, -0.2], [-0.1, -0.1, -0.3], [0.1, 0.1, 0.1], [0.1, -0.1, 0.0], [0.5, 0.1, 0.1], [0.2, 0.0, -0.8], [0.1, -0.2, -0.2], [-0.1, 0.2, 0.1], [0.2, -0.4, 1.0], [0.3, 1.3, -0.7], [-0.3, -1.6, 0.9], [0.2, 0.0, 0.1], [-0.2, 0.6, -0.1], [-0.3, -0.1, 0.0], [0.7, -0.1, -0.3], [0.0, 0.2, -0.1], [0.4, -1.8, -0.8], [0.3, -0.2, 0.0], [0.1, -0.1, 0.2], [-0.2, 0.2, 0.1], [-0.1, -0.2, -0.3], [0.1, 0.0, 0.0], [-0.1, 0.1, 0.0], [0.0, 0.2, -0.3], [-0.1, 0.0, 0.2], [-0.1, -0.2, -0.3], [0.0, 0.0, 0.4]]}

---

(2)
{"formula": "C20H36BCaCl3CsF6N2O8PS", "method": "ωB97M-V/def2-TZVPD", "lumo_energy_ev": -7.50, "homo_ev": -9.386, "total_charge": 2, "mol_weight_g_mol": 899.70, "orbital_gap_ev": 1.886, "symbols": ["Cs", "Ca", "Cl", "Cl", "Cl", "S", "P", "F", "F", "F", "F", "F", "F", "O", "O", "O", "O", "O", "O", "O", "O", "N", "N", "C", "C", "C", "C", "C", "C", "C", "C", "C", "C", "C", "C", "C", "C", "C", "C", "C", "C", "C", "C", "B", "H", "H", "H", "H", "H", "H", "H", "H", "H", "H", "H", "H", "H", "H", "H", "H", "H", "H", "H", "H", "H", "H", "H", "H", "H", "H", "H", "H", "H", "H", "H", "H", "H", "H", "H", "H"], "xyz": [[-1.693, 1.326, 2.952], [5.163, 11.021, 0.480], [2.583, -3.865, -3.367], [2.365, -4.966, -0.684], [0.330, -3.134, -1.675], [-5.723, -3.667, 2.056], [-4.023, -2.371, 1.630], [6.491, 9.711, 0.639], [-6.324, -3.515, 3.608], [7.905, 9.496, -1.233], [2.637, 2.502, 1.493], [0.808, 3.644, 1.245], [1.198, 2.622, 3.114], [2.605, 5.716, 1.741], [9.011, 6.221, 1.423], [3.611, 4.394, 3.323], [6.752, 5.424, -0.198], [6.585, 7.643, -0.567], [8.417, 8.289, 0.746], [-5.358, -5.104, 1.692], [-6.862, -3.258, 1.111], [-4.777, -4.006, -3.025], [-5.468, -2.652, -4.565], [3.645, 5.638, 0.776], [-6.368, -1.956, -5.480], [1.205, -0.449, 1.237], [-4.099, -2.501, -4.491], [8.288, 6.953, 0.796], [-2.597, -1.262, 1.041], [-4.733, -5.037, -1.977], [-5.862, -3.554, -3.660], [7.147, 6.549, -0.023], [-3.662, -3.350, -3.520], [4.016, -2.966, 2.108], [2.473, 4.643, 2.716], [-6.084, -5.630, -1.640], [2.545, -2.655, 1.523], [3.315, 4.753, -0.412], [1.805, 3.346, 2.130], [1.849, -1.438, 2.320], [-1.305, -1.221, 2.024], [-0.323, -0.019, 1.515], [1.473, -4.420, -2.109], [7.358, 8.799, -0.118], [-0.754, 0.336, 0.481], [1.822, 0.519, 1.277], [-4.059, -5.826, -2.325], [-5.977, -6.406, -0.882], [1.286, -0.810, 0.158], [-7.084, -1.371, -4.900], [1.654, 5.043, 3.343], [-0.337, 0.930, 2.199], [-2.221, -1.513, -0.007], [3.931, -3.359, 3.169], [4.644, -2.011, 2.049], [2.706, -2.415, 0.412], [-6.762, -4.866, -1.249], [-3.602, -1.806, -5.146], [3.477, 3.702, -0.180], [-6.898, -2.692, -6.086], [-4.925, -1.599, 0.802], [-3.903, -1.980, 3.006], [1.134, -1.799, 3.126], [3.967, 4.995, -1.255], [-2.691, -3.579, -3.117], [0.905, -5.262, -2.500], [1.887, -3.579, 1.590], [-4.291, -4.585, -1.085], [-1.698, -0.905, 3.091], [-5.800, -1.293, -6.132], [-3.320, -3.541, 1.200], [2.688, -0.876, 2.860], [4.500, -3.714, 1.402], [3.758, 6.661, 0.400], [-3.015, -0.168, 0.991], [2.274, 4.876, -0.720], [-6.547, -6.078, -2.524], [-6.884, -3.861, -3.490], [4.608, 5.372, 1.220], [-0.793, -2.233, 2.130]], "atomic_forces_ev_per_a": [[-10.0, 7.5, 7.3], [-2.1, 1.9, -0.3], [-0.2, -0.1, 0.2], [-0.2, -0.2, -0.5], [-0.2, 0.1, 0.0], [-6.0, -5.1, -3.7], [3.0, 2.7, -0.8], [1.3, -1.0, 0.8], [1.2, -0.3, -2.0], [-1.4, 0.3, 1.5], [-0.3, 0.1, 0.4], [-0.4, -0.4, 0.0], [-0.3, -0.3, 0.2], [-0.8, -0.1, -0.8], [-1.0, 0.9, -0.8], [-1.3, -0.5, -0.4], [0.5, 1.4, 0.1], [-0.3, 1.4, 0.4], [-1.0, 0.9, -0.2], [-0.1, 4.0, 2.2], [3.4, 0.0, 3.2], [-0.3, 0.4, -0.2], [0.1, -0.2, 0.3], [0.0, 0.2, 0.1], [-0.3, 0.1, -0.1], [-0.2, 0.9, 0.3], [-0.3, -0.2, 0.2], [2.8, -0.7, 2.2], [1.1, 1.3, 0.6], [0.1, -0.5, 0.4], [0.6, 0.0, -0.1], [-2.1, -2.7, -1.3], [-0.4, -0.1, 0.0], [-0.8, 0.2, -0.8], [2.3, 0.1, 1.1], [-0.3, 0.3, -0.3], [0.7, 0.1, 0.7], [0.1, -0.3, -0.2], [0.8, 1.0, -0.8], [1.0, 0.0, -1.1], [-0.7, 0.6, 0.2], [3.3, -1.7, -3.0], [0.5, -0.3, -0.1], [3.3, -2.5, -2.4], [0.7, -0.3, 1.9], [-1.1, -1.4, -0.2], [0.0, 0.2, 0.0], [0.1, 0.2, -0.1], [-0.1, 0.1, 1.6], [0.1, 0.0, -0.1], [-0.3, 0.2, 0.2], [6.9, -5.3, -5.6], [-0.6, 0.2, 1.3], [0.4, 0.5, -1.3], [-0.9, -1.3, 0.3], [-0.5, -0.1, 1.7], [0.1, -0.1, 0.1], [0.2, -0.1, 0.1], [0.0, 0.1, 0.0], [0.1, 0.1, 0.0], [0.0, -0.9, 0.6], [-0.2, -0.3, -0.5], [0.7, 0.4, -1.1], [0.0, 0.0, 0.1], [0.1, 0.1, -0.2], [0.1, 0.2, 0.1], [0.8, 1.1, -0.1], [0.0, 0.0, -0.1], [0.8, -2.1, -1.9], [0.0, -0.1, 0.1], [-0.8, 0.0, 0.4], [-1.3, -0.7, -0.7], [-0.5, 0.7, 1.2], [-0.1, 0.1, 0.1], [0.6, -1.9, -0.1], [0.1, 0.1, 0.0], [0.1, -0.1, 0.1], [0.2, 0.0, 0.0], [-0.2, -0.2, 0.2], [-0.5, 1.5, -0.3]]}

---

(3)
{"formula": "C20H36BF3O11P", "method": "ωB97M-V/def2-TZVPD", "lumo_energy_ev": -3.37, "homo_ev": -12.241, "total_charge": 1, "mol_weight_g_mol": 551.28, "de_lowest_ev": 0.530, "orbital_gap_ev": 8.867, "symbols": ["P", "F", "F", "F", "O", "O", "O", "O", "O", "O", "O", "O", "O", "O", "O", "C", "C", "C", "C", "C", "C", "C", "C", "C", "C", "C", "C", "C", "C", "C", "C", "C", "C", "C", "C", "B", "H", "H", "H", "H", "H", "H", "H", "H", "H", "H", "H", "H", "H", "H", "H", "H", "H", "H", "H", "H", "H", "H", "H", "H", "H", "H", "H", "H", "H", "H", "H", "H", "H", "H", "H", "H"], "xyz": [[3.720, 0.979, -1.218], [3.523, 3.324, -0.043], [2.430, 3.189, -1.829], [4.560, 3.392, -1.943], [-2.223, -1.796, 3.797], [-2.693, 0.130, -4.490], [-1.243, -3.775, 3.320], [-2.688, 0.657, -2.316], [4.718, -0.871, -3.185], [-2.027, 1.249, 1.321], [3.540, 0.950, -4.068], [-0.872, 1.099, -3.577], [5.916, 1.750, -0.009], [-2.548, -3.551, 5.146], [-2.416, 3.390, 1.592], [2.172, 0.395, -0.438], [1.845, -1.113, -0.699], [-4.312, -2.736, 6.610], [1.478, -1.913, 0.576], [3.586, 2.864, -1.275], [-3.062, -2.399, 5.835], [2.113, 0.655, -4.231], [5.114, 0.608, -0.016], [-5.024, -0.471, -4.857], [-3.281, -1.438, 4.696], [-3.849, -0.502, -3.911], [-2.073, 2.794, -0.674], [-0.059, -0.196, 1.829], [-0.747, 0.791, 0.860], [-1.982, 0.667, -3.476], [-2.206, 2.549, 0.829], [6.960, 1.681, 0.971], [0.093, -1.605, 1.179], [-1.936, -3.108, 4.022], [-4.041, 0.313, -2.659], [4.033, 0.284, -3.010], [-4.235, -1.586, 4.184], [7.796, 1.114, 0.535], [-3.061, 3.078, -1.049], [-4.808, -1.058, -5.750], [-1.755, 1.888, -1.213], [-1.312, 3.571, -0.798], [-0.767, 0.376, -0.164], [-4.743, -1.843, 7.063], [-5.057, -3.202, 5.963], [1.450, -2.971, 0.268], [0.890, 0.200, 2.216], [-5.229, 0.548, -5.191], [1.558, 1.379, -3.622], [1.025, -1.236, -1.417], [-0.725, -0.307, 2.693], [-0.741, -1.753, 0.479], [4.663, 0.464, 0.981], [-5.918, -0.876, -4.382], [1.350, 1.000, -0.851], [5.049, -1.182, -2.327], [-2.283, -2.040, 6.515], [1.876, -0.371, -3.912], [2.751, -1.581, -1.126], [5.626, -0.311, -0.356], [-4.512, -0.251, -1.857], [-3.583, -1.536, -3.675], [7.308, 2.707, 1.126], [2.259, -1.864, 1.350], [1.808, 0.795, -5.268], [2.202, 0.598, 0.639], [6.634, 1.278, 1.939], [-4.601, 1.237, -2.824], [-4.087, -3.453, 7.400], [-0.059, -2.338, 1.987], [-3.196, -0.397, 4.999], [-0.092, 1.684, 0.787]], "atomic_forces_ev_per_a": [[-0.2, -0.1, 1.5], [0.5, 0.3, 1.0], [-0.7, 0.0, -0.8], [1.0, 0.6, -0.5], [0.0, -0.3, 0.0], [0.3, 0.1, 0.5], [0.0, 0.1, 0.1], [-0.2, -0.7, -0.9], [0.0, 0.5, 1.3], [0.6, -0.1, -0.9], [-0.6, -0.4, 0.2], [0.0, -0.1, 0.2], [0.0, -0.3, 0.2], [0.3, 0.3, -0.4], [-1.0, 2.7, 2.3], [-0.8, -0.2, -0.5], [0.8, -0.2, 0.6], [0.0, -0.4, 0.0], [-0.6, -0.3, -0.6], [-0.8, -0.9, 0.4], [-0.6, 0.0, 0.4], [-0.4, 0.6, 0.3], [-0.5, 0.5, -0.1], [0.2, 0.1, -0.4], [0.0, 0.4, 0.0], [-0.8, -0.1, -0.3], [0.6, -0.9, 0.4], [-1.1, -0.5, -0.4], [1.3, 0.6, 0.1], [0.0, -0.1, -0.2], [0.5, -2.2, -1.9], [0.7, 0.4, -0.4], [0.5, 0.2, 1.2], [0.0, -0.3, 0.1], [-0.2, -0.2, 0.4], [0.4, -0.4, -1.7], [0.0, -0.1, 0.1], [-0.2, -0.1, 0.4], [0.3, 0.3, 0.0], [0.0, -0.1, 0.1], [-0.1, 1.0, 0.6], [-0.5, 0.1, -0.1], [-0.4, 0.0, 0.3], [0.1, 0.0, 0.0], [0.0, 0.1, -0.1], [0.1, 0.3, 0.1], [-0.2, -0.1, -0.1], [0.0, 0.0, 0.1], [-0.1, -0.3, -0.2], [0.3, 0.3, 0.0], [0.2, 0.1, -0.2], [0.4, -0.1, -0.1], [0.0, -0.3, -0.3], [0.1, 0.0, 0.0], [0.4, 0.1, 0.1], [0.2, -0.4, -0.5], [0.0, 0.0, -0.1], [0.1, 0.3, -0.2], [-0.4, -0.1, -0.1], [0.0, 0.2, 0.3], [0.2, 0.0, 0.1], [0.1, 0.1, 0.1], [-0.2, -0.2, -0.1], [-0.2, 0.3, -0.2], [0.4, -0.1, 0.1], [0.3, 0.1, -0.3], [-0.1, -0.1, -0.3], [0.0, 0.0, -0.1], [0.0, 0.1, 0.0], [0.0, 0.1, -0.4], [0.2, 0.0, -0.2], [-0.2, -0.2, 0.0]]}

---

(4)
{"formula": "C20H36BFN8O3OsP2", "method": "ωB97M-V/def2-TZVPD", "lumo_energy_ev": [-7.50, -7.70], "homo_ev": [-14.008, -14.161], "total_charge": 2, "mol_weight_g_mol": 718.55, "de_lowest_ev": 0.000, "orbital_gap_ev": [6.508, 6.459], "symbols": ["Os", "P", "P", "F", "O", "O", "O", "N", "N", "N", "N", "N", "N", "N", "N", "C", "C", "C", "C", "C", "C", "C", "C", "C", "C", "C", "C", "C", "C", "C", "C", "C", "C", "C", "C", "B", "H", "H", "H", "H", "H", "H", "H", "H", "H", "H", "H", "H", "H", "H", "H", "H", "H", "H", "H", "H", "H", "H", "H", "H", "H", "H", "H", "H", "H", "H", "H", "H", "H", "H", "H", "H"], "xyz": [[0.165, -0.017, 0.551], [-1.065, -2.775, -0.488], [-2.991, -1.201, 1.005], [0.701, 1.026, 6.433], [0.061, -1.990, 0.189], [-1.958, -0.141, 0.732], [-2.440, -2.587, 0.339], [-4.387, -0.878, 0.257], [2.920, 0.955, -0.153], [-0.655, -4.326, -0.446], [0.048, 1.771, -0.213], [2.144, -0.111, 0.140], [1.045, 2.706, -0.066], [-3.206, -1.496, 2.583], [-1.356, -2.194, -1.964], [1.596, 0.091, 4.498], [2.883, -1.217, -0.079], [4.148, -0.859, -0.503], [4.122, 0.528, -0.539], [1.502, -0.097, 3.137], [-2.656, -2.213, -2.638], [-2.084, -2.026, 3.366], [0.062, -4.928, 0.685], [-0.501, 1.358, 4.467], [-0.625, 1.116, 3.120], [-4.524, -1.808, 3.151], [-0.227, -1.789, -2.815], [0.513, 3.900, -0.146], [-0.875, 3.804, -0.368], [-4.936, 0.483, 0.264], [0.377, 0.389, 2.429], [-1.129, 2.471, -0.395], [-5.377, -1.924, -0.024], [-1.273, -5.292, -1.362], [0.599, 0.822, 5.133], [2.584, 2.436, 0.184], [-4.514, -1.527, 4.203], [2.295, -0.614, 2.616], [-4.937, -2.915, 0.071], [-6.223, -1.851, 0.661], [2.452, -2.192, 0.070], [-5.746, -1.802, -1.043], [0.440, -4.159, 1.354], [2.813, 2.677, 1.340], [-2.890, -1.215, -3.011], [-0.235, -0.707, -2.965], [-1.132, -1.808, 2.882], [-5.301, -1.227, 2.661], [2.435, -0.277, 5.073], [-5.715, 0.583, 1.023], [0.903, -5.507, 0.304], [1.142, 4.772, -0.059], [-4.755, -2.872, 3.075], [0.726, -2.084, -2.376], [-1.569, 4.616, -0.501], [4.887, 1.239, -0.802], [-2.076, -1.559, 4.350], [-0.312, -2.274, -3.787], [4.971, -1.503, -0.755], [-4.153, 1.211, 0.465], [-2.180, -3.108, 3.486], [-1.229, 1.936, 5.019], [-2.044, 1.929, -0.553], [-2.632, -2.905, -3.482], [-3.441, -2.520, -1.955], [-0.601, -5.592, 1.242], [3.203, 3.115, -0.583], [-0.511, -5.993, -1.701], [-1.480, 1.502, 2.582], [-5.370, 0.693, -0.713], [-2.070, -5.844, -0.863], [-1.680, -4.789, -2.237]], "atomic_forces_ev_per_a": [[0.1, 0.2, 0.0], [-0.3, 0.0, 0.0], [0.1, 0.2, -0.1], [0.0, 0.0, 0.0], [0.1, 0.0, 0.0], [-0.2, 0.1, 0.1], [0.2, 0.0, 0.0], [0.0, -0.1, 0.0], [-0.1, 0.1, 0.0], [0.0, 0.0, -0.1], [-0.2, 0.3, 0.6], [0.3, 0.0, -0.1], [0.0, -0.2, -0.4], [0.0, -0.2, -0.1], [-0.1, 0.0, 0.0], [0.0, 0.0, 0.0], [-0.1, 0.0, 0.0], [0.0, 0.0, 0.0], [0.0, 0.0, 0.0], [0.0, 0.1, 0.1], [0.0, 0.1, 0.0], [0.0, 0.0, 0.0], [-0.1, 0.0, 0.0], [0.0, 0.0, -0.1], [0.0, 0.0, 0.1], [0.0, 0.1, 0.0], [0.0, -0.1, 0.0], [0.1, 0.1, -0.1], [0.0, 0.0, 0.0], [0.0, 0.0, 0.0], [-0.1, -0.1, -0.1], [0.2, -0.2, -0.1], [0.0, 0.0, 0.0], [0.0, 0.0, 0.0], [0.0, 0.0, 0.1], [0.1, -0.1, 0.1], [0.0, 0.0, 0.0], [0.0, 0.0, 0.0], [0.0, 0.0, 0.0], [0.0, 0.0, 0.0], [0.0, 0.0, 0.0], [0.0, 0.0, 0.0], [0.0, 0.0, 0.0], [-0.1, -0.1, 0.0], [0.0, 0.0, 0.0], [0.0, 0.0, 0.0], [0.0, 0.0, 0.0], [0.0, 0.0, 0.0], [0.0, 0.0, 0.0], [0.0, 0.0, 0.0], [0.0, 0.0, 0.0], [0.0, 0.0, 0.0], [0.0, 0.0, 0.0], [0.0, 0.0, 0.0], [0.0, 0.0, 0.0], [0.0, 0.0, 0.0], [0.0, 0.0, 0.0], [0.0, 0.0, 0.0], [0.0, 0.0, 0.0], [0.0, 0.0, 0.0], [0.0, 0.0, 0.0], [0.0, 0.0, 0.0], [0.0, 0.0, 0.1], [0.0, 0.0, 0.0], [0.0, 0.0, 0.0], [0.0, 0.0, 0.0], [0.0, 0.1, 0.1], [0.0, 0.0, 0.0], [0.0, 0.0, 0.0], [0.0, 0.0, 0.0], [0.0, 0.0, 0.0], [0.0, 0.0, 0.0]]}